(1)
Below is an isolated molecule of C24H29N3O5S, with properties calculated with ωB97M-V/def2-TZVPD.

Each line ends with the Löwdin charge.
Element x y z (Å)
S: -1.39 -0.88 5.60  0.65
O: -1.63 0.34 6.30  -0.28
O: 0.17 -1.60 -1.08  0.09
O: 0.77 -0.18 -5.94  0.09
O: -0.35 -1.77 6.04  -0.29
O: -3.88 -0.86 3.15  -0.11
N: -0.46 0.38 -0.14  0.14
N: 1.72 0.83 -4.10  0.01
N: -2.79 -1.77 5.71  -0.11
C: 2.80 1.51 -4.68  -0.18
C: -3.95 -1.74 2.04  -0.18
C: 7.14 2.62 -6.97  -0.10
C: 2.79 1.86 -6.03  0.00
C: -0.36 -1.22 1.71  0.00
C: 3.91 1.86 -3.90  -0.02
C: 4.96 2.56 -4.47  -0.04
C: -4.99 -2.86 3.86  -0.12
C: 3.85 2.55 -6.58  -0.03
C: -0.58 -1.49 3.05  -0.05
C: -1.11 -0.51 3.87  -0.28
C: -1.40 0.75 3.39  -0.05
C: -0.13 -0.53 -3.71  -0.03
C: 0.82 0.04 -4.75  -0.42
C: 4.95 2.91 -5.81  -0.26
C: 1.53 0.82 -2.66  -0.09
C: 6.12 3.62 -6.43  -0.22
C: 0.07 0.35 -2.48  -0.19
C: -0.08 -0.42 -1.17  -0.43
C: -0.66 0.04 1.21  -0.21
C: -4.07 -1.13 5.54  -0.18
C: -1.17 1.02 2.05  0.00
C: -4.08 -3.14 2.66  -0.14
C: -4.73 -1.36 4.17  -0.31
H: -3.10 -3.49 2.98  0.11
H: -1.79 1.49 4.06  0.12
H: -0.67 1.35 -0.35  0.14
H: -0.33 -2.45 3.47  0.12
H: 3.96 1.60 -2.86  0.10
H: -0.61 1.21 -2.51  0.15
H: -6.03 -3.00 3.58  0.11
H: 5.81 2.82 -3.85  0.11
H: 1.95 1.59 -6.64  0.10
H: -4.77 -3.49 4.71  0.11
H: 6.61 4.26 -5.68  0.11
H: -4.50 -3.86 1.96  0.11
H: -4.76 -1.49 6.32  0.13
H: -3.88 -0.07 5.69  0.12
H: 1.70 1.82 -2.25  0.14
H: -3.05 -1.60 1.45  0.11
H: 7.50 1.98 -6.17  0.07
H: -5.68 -0.80 4.16  0.15
H: -2.70 -2.70 5.33  0.10
H: 7.98 3.13 -7.42  0.07
H: 0.05 -1.98 1.06  0.11
H: 6.67 1.98 -7.72  0.07
H: -1.15 -0.55 -4.08  0.13
H: 5.78 4.26 -7.24  0.11
H: -4.84 -1.51 1.43  0.13
H: 0.17 -1.56 -3.48  0.13
H: -1.40 2.01 1.66  0.12
H: 3.82 2.81 -7.62  0.12
H: 2.21 0.12 -2.18  0.14

Output
**Energy relative to the best compared isomer or geometry (same formula, charge and spin)**: 98.8 kJ/mol
**Spin multiplicity**: 1
**Max |F|**: 0.85 eV Å⁻¹
**Orbital gap**: 0.319 hartree

***

(2)
Below is a structure of composition C25H51InN5O2SSi2 in a non-equilibrium geometry, with properties calculated with ωB97M-V/def2-TZVPD.

Each line ends with the Löwdin charge.
Element x y z (Å)
In: -0.56 -0.56 0.17  0.81
S: 0.01 -3.37 -0.43  0.96
Si: 0.77 2.02 2.35  0.47
Si: -2.49 1.40 2.46  0.48
O: -2.26 -1.55 -0.78  -0.15
O: -3.81 -1.71 -2.35  0.09
N: 1.45 -1.64 1.59  -0.11
N: 1.11 -0.21 -1.51  0.10
N: 2.37 -0.07 -3.45  -0.08
N: -1.65 0.96 -1.61  0.06
N: -1.30 -2.02 2.02  -0.13
C: -0.93 -4.21 0.88  -0.38
C: -3.39 2.37 -3.23  -0.03
C: 0.47 3.84 2.85  -0.18
C: -2.71 0.37 -2.13  -0.18
C: 2.37 -2.35 0.72  -0.26
C: -3.61 1.03 -2.96  0.03
C: 2.50 -0.65 -5.89  -0.06
C: 1.74 -3.60 0.11  -0.39
C: -2.82 3.19 3.05  -0.18
C: 3.95 1.56 -2.43  -0.05
C: 2.18 2.06 1.06  -0.18
C: 1.40 1.12 3.92  -0.16
C: 3.10 -0.78 -4.49  -0.20
C: -2.64 0.39 4.08  -0.17
C: 0.91 -1.97 -3.13  -0.01
C: -3.87 0.92 1.24  -0.16
C: 1.49 -0.68 -2.65  -0.39
C: -0.81 1.32 1.52  -0.41
C: -2.96 -1.09 -1.75  -0.60
C: -0.40 -2.03 3.15  -0.17
C: -1.89 -3.29 1.63  -0.25
C: 2.72 1.33 -3.30  -0.19
C: -2.28 2.99 -2.67  -0.04
C: -1.43 2.24 -1.88  -0.14
C: 1.04 -2.39 2.77  -0.17
H: -2.08 4.04 -2.85  0.11
H: -3.71 -0.05 0.79  0.01
H: 3.29 -2.64 1.24  0.13
H: -0.06 -2.12 -2.67  0.04
H: 2.14 0.36 3.71  0.02
H: 2.90 1.74 -4.30  0.12
H: 2.50 1.07 0.75  0.00
H: -2.08 -1.39 2.23  0.07
H: -1.76 0.48 4.71  0.02
H: 2.28 0.39 -6.11  0.08
H: 4.12 -0.37 -4.51  0.12
H: 1.41 4.39 2.87  0.03
H: -2.55 3.94 2.33  0.02
H: 3.05 2.57 1.45  0.04
H: -0.97 1.99 0.68  -0.04
H: -0.55 2.67 -1.44  0.11
H: 0.80 -1.96 -4.21  0.08
H: 1.86 2.60 0.17  0.03
H: 1.58 -1.22 -5.99  0.07
H: -3.47 0.80 4.65  0.04
H: 1.55 -2.81 -2.86  0.08
H: 1.56 0.66 -1.25  0.03
H: 1.85 -0.76 1.87  0.07
H: -0.18 4.35 2.15  0.02
H: 4.80 1.04 -2.85  0.07
H: -2.28 -3.84 2.50  0.14
H: -4.45 0.49 -3.37  0.13
H: -1.52 -4.98 0.38  0.09
H: -4.84 0.89 1.73  0.04
H: 1.68 -2.18 3.64  0.13
H: -2.72 -3.06 0.95  0.12
H: -2.29 3.40 3.97  0.02
H: 2.30 -3.88 -0.78  0.07
H: 1.11 -3.46 2.57  0.10
H: 0.03 3.92 3.83  0.02
H: 2.63 -1.66 -0.09  0.10
H: 1.85 1.86 -2.89  0.12
H: 1.88 1.85 4.57  0.04
H: -3.94 1.65 0.44  0.03
H: -2.86 -0.66 3.95  0.02
H: 3.21 -1.02 -6.62  0.08
H: -4.08 2.93 -3.85  0.12
H: 3.19 -1.83 -4.22  0.12
H: 1.77 -4.45 0.79  0.08
H: -0.39 -1.02 3.56  0.08
H: -0.23 -4.70 1.55  0.07
H: -3.88 3.31 3.26  0.03
H: 0.61 0.67 4.50  0.01
H: -0.75 -2.73 3.93  0.14
H: 4.18 2.62 -2.38  0.08
H: 3.78 1.19 -1.42  0.06

Output
**Net charge**: +1
**Energy relative to the best compared isomer or geometry (same formula, charge and spin)**: 43.2 kJ/mol
**Spin multiplicity**: 1
**Max |F|**: 1.49 eV Å⁻¹
**Orbital gap**: 0.345 hartree

***

(3)
Below is a cluster of 10 separate species, C36H44F9NO31S in total in a non-equilibrium geometry, with properties calculated with ωB97M-V/def2-TZVPD.

Each line ends with the Löwdin charge.
Element x y z (Å)
S: 0.30 -0.32 -1.76  0.83
F: -10.49 -4.34 5.03  0.08
F: -7.72 -9.23 2.46  0.08
F: -2.10 2.81 -5.82  0.08
F: 4.82 6.81 -4.80  0.07
F: 5.54 10.79 1.26  0.08
F: -2.62 -10.28 5.34  0.08
F: 6.93 6.74 -2.37  0.07
F: -1.37 -4.90 5.78  0.08
F: 1.61 -7.15 0.66  0.08
O: 0.04 3.46 -6.08  0.14
O: 2.13 -0.42 0.19  -0.04
O: -5.90 -7.30 5.46  0.15
O: 2.25 4.66 -4.07  0.06
O: 4.65 8.20 -0.81  0.07
O: 3.41 2.85 -3.40  0.13
O: 3.81 9.39 0.91  0.14
O: 0.79 -4.97 5.14  0.14
O: -8.99 -5.26 3.64  0.15
O: -0.23 4.88 -7.81  0.08
O: -4.54 -9.11 5.31  0.14
O: -2.10 2.35 0.76  0.00
O: 2.62 -4.56 3.88  0.16
O: 1.00 1.70 -0.17  -0.19
O: 8.58 7.19 -3.83  0.14
O: -8.22 -3.39 2.66  0.09
O: 0.79 -3.23 3.70  0.07
O: -3.68 -7.03 5.11  0.07
O: 2.51 7.89 -0.17  0.16
O: 0.55 -3.90 0.42  0.06
O: 4.21 0.45 0.53  0.05
O: 9.54 5.15 -3.93  0.08
O: -5.80 -7.18 0.48  0.09
O: -5.57 -8.60 2.22  0.13
O: -1.67 -4.17 0.77  0.16
O: 4.50 4.66 -4.20  0.14
O: -0.31 -5.98 0.63  0.14
O: -3.74 -7.72 1.24  0.16
O: -7.56 -5.41 1.89  0.14
O: 10.51 6.91 -4.96  0.17
O: 1.85 4.37 -7.08  0.16
N: -2.66 1.57 -1.36  0.06
C: 0.98 -6.11 0.07  -0.32
C: 3.56 8.44 -0.04  -0.53
C: -0.57 -4.64 0.62  -0.54
C: 5.22 9.50 0.97  -0.32
C: -0.19 -0.26 0.99  -0.13
C: 4.03 5.73 -5.00  -0.31
C: -1.71 -0.12 0.52  -0.14
C: -4.93 -7.82 1.31  -0.53
C: 1.64 -4.81 0.44  -0.05
C: 0.66 4.25 -7.00  -0.52
C: 3.39 3.96 -3.85  -0.50
C: -1.31 3.88 -6.08  -0.32
C: 1.74 3.85 0.80  -0.17
C: 3.27 0.27 -0.30  -0.38
C: -6.92 -8.16 2.20  -0.32
C: -2.59 -7.94 5.12  -0.07
C: -8.20 -4.75 2.66  -0.49
C: 0.99 4.35 -0.56  -0.10
C: -2.13 1.32 0.02  -0.38
C: -7.10 -7.68 0.80  -0.09
C: 7.61 6.24 -3.43  -0.33
C: 9.63 6.46 -4.30  -0.53
C: 5.64 9.15 -0.42  -0.07
C: -9.25 -4.19 4.52  -0.32
C: 0.90 0.28 -0.06  -0.71
C: -3.25 -9.23 4.75  -0.32
C: 8.43 5.05 -3.04  -0.06
C: -9.19 -2.99 3.62  -0.06
C: -0.52 -3.33 4.24  -0.06
C: 1.50 -4.28 4.21  -0.52
C: 2.65 5.96 -4.48  -0.06
C: 3.51 0.78 -1.78  -0.03
C: -0.29 -4.13 5.49  -0.32
C: 1.15 2.38 1.10  -0.19
C: -1.52 4.37 -7.48  -0.06
C: -4.81 -7.77 5.31  -0.54
H: -8.87 -2.09 4.15  0.14
H: 8.78 5.10 -2.01  0.15
H: 1.98 6.36 -5.24  0.14
H: -1.78 3.57 -8.17  0.15
H: -2.14 -7.96 6.11  0.15
H: -3.33 -9.41 3.68  0.17
H: 2.63 1.45 -2.09  0.05
H: 3.75 -0.03 -2.54  0.10
H: 2.09 -4.83 1.44  0.13
H: 6.64 8.71 -0.46  0.14
H: 0.91 -6.28 -1.01  0.18
H: 5.61 10.00 -1.11  0.15
H: -7.07 -7.40 2.97  0.15
H: 0.01 -1.40 1.08  0.12
H: 2.64 6.63 -3.61  0.15
H: -0.13 4.09 -0.46  0.08
H: -2.43 2.54 -1.64  0.08
H: -8.51 -4.18 5.32  0.18
H: -0.02 -3.52 6.36  0.18
H: -1.46 4.64 -5.31  0.18
H: 4.42 1.49 -1.77  0.10
H: -3.70 1.58 -1.32  0.09
H: 1.59 4.57 1.67  0.11
H: -0.94 -2.35 4.44  0.15
H: -7.84 -6.89 0.73  0.11
H: -1.17 -3.85 3.52  0.14
H: 2.41 -4.52 -0.28  0.15
H: -1.83 -7.65 4.40  0.14
H: -2.28 5.15 -7.54  0.14
H: 2.84 3.72 0.51  0.11
H: -0.06 0.14 2.05  0.13
H: 0.11 0.78 -2.57  -0.10
H: -7.36 -8.48 0.11  0.15
H: 4.06 5.44 -6.06  0.17
H: -10.14 -2.79 3.12  0.15
H: 6.91 6.06 -4.26  0.15
H: -2.35 -0.34 1.46  0.13
H: 1.45 3.87 -1.50  0.07
H: 7.89 4.11 -3.19  0.15
H: 5.61 8.84 1.74  0.18
H: -2.01 -0.94 -0.23  0.11
H: 1.16 5.48 -0.69  0.06
H: 0.23 2.37 1.77  0.12
H: 2.00 1.83 1.66  0.14

Output
**Spin multiplicity**: 1
**Max |F|**: 4.66 eV Å⁻¹
**Orbital gap**: 0.335 hartree

***

(4)
Below is a structure of composition C17H13F9O6Tc, with properties calculated with ωB97M-V/def2-TZVPD.

Each line ends with the Löwdin spin population.
Element x y z (Å)
Tc: 0.66 0.37 0.91  2.63
F: -0.26 -4.05 1.04  0.00
F: 0.55 -4.86 -0.80  0.00
F: -1.88 -2.02 0.14  0.00
F: 1.84 -3.84 0.59  0.00
F: 1.21 -1.15 -2.42  0.00
F: -1.71 -3.56 -1.36  0.00
F: 2.38 -2.84 -1.79  0.00
F: -1.46 -1.49 -1.91  0.00
F: 0.56 -3.15 -2.93  0.00
O: 2.51 2.89 -1.57  0.01
O: 0.68 -1.48 0.21  0.15
O: 1.79 1.09 -0.49  0.10
O: 0.50 2.20 1.62  0.09
O: -1.07 0.93 -0.40  0.04
O: 0.40 4.42 1.55  0.02
C: -0.70 1.37 -1.75  0.01
C: 2.38 -1.33 2.59  -0.03
C: 1.89 0.04 2.63  -0.03
C: -1.76 2.16 -0.02  0.00
C: -0.65 3.21 -0.22  0.00
C: 1.40 -2.17 3.04  0.00
C: -1.21 -2.39 -0.95  0.00
C: 1.60 2.23 -1.16  0.01
C: -2.82 2.28 -1.11  0.00
C: 0.14 2.61 -1.44  0.00
C: 0.62 -3.83 0.05  0.00
C: 0.25 -1.38 3.36  -0.07
C: -2.05 1.75 -2.34  0.00
C: 0.32 -2.46 -0.63  0.01
C: 0.16 3.35 1.06  0.01
C: 0.55 -0.03 3.20  0.01
C: 1.13 -2.40 -1.97  0.00
H: 2.54 0.90 2.74  0.01
H: -2.12 2.07 1.00  0.00
H: -2.54 0.87 -2.77  0.00
H: -0.18 0.57 -2.25  0.00
H: -3.67 1.65 -0.87  0.00
H: 0.16 3.31 -2.27  0.00
H: -3.16 3.31 -1.22  0.00
H: 1.44 -3.25 3.06  0.00
H: 3.33 -1.63 2.19  0.00
H: -1.94 2.49 -3.13  0.00
H: -0.70 -1.77 3.69  0.00
H: -1.05 4.19 -0.46  0.00
H: -0.03 0.80 3.56  0.01

Output
**Energy relative to the best compared isomer or geometry (same formula, charge and spin)**: 0.0 kJ/mol
**Spin multiplicity**: 4
**Max |F|**: 0.20 eV Å⁻¹
**Orbital gap (alpha / beta)**: 0.277 / 0.300 hartree

***

(5)
Below is a structure of composition C11H14BF3N6O3PbS in a non-equilibrium geometry, with properties calculated with ωB97M-V/def2-TZVPD.

Each line ends with the Löwdin charge.
Element x y z (Å)
Pb: -1.18 -0.81 -0.23  1.42
S: -0.39 0.24 2.89  0.56
F: 1.35 0.95 4.81  0.16
F: 1.08 2.46 3.24  0.13
F: -0.49 2.15 4.75  0.16
O: -1.30 1.08 2.10  -0.23
O: -1.06 -0.69 3.81  -0.04
O: 0.69 -0.36 2.11  -0.18
N: 1.24 -0.98 -1.28  -0.03
N: 0.04 1.66 -0.81  0.10
N: -1.30 -0.45 -2.16  -0.21
N: -0.69 0.19 -3.25  0.02
N: 1.62 -0.36 -2.47  -0.04
N: 0.59 1.95 -2.05  0.05
C: -0.01 2.81 -0.16  -0.04
C: 0.55 3.85 -0.93  0.14
C: -2.59 -0.85 -2.61  -0.10
C: 0.94 3.26 -2.15  0.10
C: 0.44 1.52 3.99  -0.57
C: -1.46 0.11 -4.36  0.04
C: 3.19 -1.83 -2.03  -0.02
C: -2.66 -0.54 -3.95  -0.01
C: -1.32 -2.34 0.75  -0.40
C: 2.21 -1.87 -1.01  -0.10
C: 2.78 -0.86 -2.93  -0.03
B: 0.74 0.78 -3.05  -0.48
H: -0.44 2.88 0.84  0.13
H: 1.38 3.63 -3.06  0.16
H: -3.32 -1.30 -1.91  0.10
H: -0.47 -3.01 0.68  0.04
H: -1.08 0.43 -5.32  0.15
H: 4.05 -2.47 -2.14  0.11
H: 1.22 1.20 -4.05  0.13
H: 2.20 -2.48 -0.12  0.12
H: -3.47 -0.80 -4.61  0.12
H: 0.64 4.87 -0.70  0.14
H: 3.17 -0.52 -3.90  0.15
H: -1.53 -2.11 1.86  0.06
H: -2.17 -2.98 0.30  0.11
H: -3.13 -0.19 0.07  0.06

Output
**Net charge**: +2
**Energy relative to the best compared isomer or geometry (same formula, charge and spin)**: 566.7 kJ/mol
**Spin multiplicity**: 1
**Max |F|**: 11.44 eV Å⁻¹
**Orbital gap (alpha / beta)**: 0.127 / 0.156 hartree

***

(6)
Below is the ion C5H6N with charge +1 in a non-equilibrium geometry, with properties calculated with ωB97M-V/def2-TZVPD.

Each line ends with the Löwdin charge.
Element x y z (Å)
N: 0.02 -0.14 0.05  -0.15
C: -2.61 -0.52 0.31  0.35
C: 1.02 -1.17 0.03  0.01
C: -0.01 1.25 0.55  0.05
C: -0.62 0.84 -0.77  -0.01
C: -1.43 -0.22 -0.09  -0.26
H: 0.84 -1.94 0.94  0.16
H: -0.47 1.00 -1.88  0.20
H: 2.11 -0.79 0.06  0.14
H: -0.77 1.62 1.26  0.15
H: 1.00 1.86 0.51  0.19
H: 0.92 -1.80 -0.97  0.15

Output
**Net charge**: +1
**Energy relative to the best compared isomer or geometry (same formula, charge and spin)**: 823.9 kJ/mol
**Spin multiplicity**: 1
**Max |F|**: 4.38 eV Å⁻¹
**Orbital gap**: 0.344 hartree

***

no.,electronic energy (eV)
1,-50902.7439
2,-70061.4284
3,-138298.7599
4,-56781.4692
5,-51603.5336
6,-6756.6385